A structure of composition C5H10, computed with wB97M-V/def2-TZVPD.

Results
- Net charge: 0
- LUMO: 1.099 eV
- Gap between HOMO and LUMO: 0.3269 hartree
- Energy relative to the best compared isomer or geometry (same formula, charge and spin): 374.33 kJ/mol
- HOMO energy: -7.8 eV

Geometry as XYZ:
```
15
Properties=species:S:1:pos:R:3:lowdin_charge:R:1
H -0.29 -1.18 -2.38 0.067
H 0.67 0.29 -2.23 0.085
H 1.42 -0.13 1.44 0.122
H -0.95 0.25 -1.53 0.064
C -0.50 -1.01 0.91 -0.086
C 0.72 -0.85 -0.48 -0.131
H -0.71 1.64 0.07 0.065
H -0.40 -1.65 1.79 0.106
C 0.19 1.48 0.67 -0.078
H -1.51 -0.65 0.72 0.109
H -0.18 -1.81 0.08 0.100
C -0.04 -0.35 -1.70 -0.155
H -0.02 1.86 1.68 0.076
H 0.99 2.09 0.25 0.079
C 0.61 0.02 0.72 -0.423
```

---

A structure of composition C5H10AlBrClLuO2 at a distorted geometry, computed with wB97M-V/def2-TZVPD.

Results
- Net charge: +2
- LUMO: -12.276 eV
- Gap between HOMO and LUMO: 0.1339 hartree
- HOMO energy: -15.9 eV

Geometry as XYZ:
```
21
Properties=species:S:1:pos:R:3:lowdin_charge:R:1
H -1.41 1.53 0.60 0.125
Lu 0.29 1.95 -2.46 2.127
C -1.05 0.56 0.97 -0.117
Cl 1.75 -2.71 1.07 0.421
O 0.56 -0.90 -1.25 -0.148
C 1.44 1.18 0.32 -0.632
H 0.81 -0.23 1.80 0.093
H -2.58 -0.31 -0.30 0.170
H 0.07 -3.71 -1.36 -0.033
H 2.31 0.53 0.20 0.090
C -0.57 -0.29 -1.28 -0.423
H -0.29 0.91 -1.05 -0.047
Al 0.27 -2.57 -0.32 -0.109
H 0.98 1.27 -0.71 -0.124
C 0.42 0.70 1.38 -0.201
H 0.42 1.45 2.18 0.122
H -1.65 0.32 1.85 0.153
C -1.54 -0.51 -0.04 -0.347
Br 2.10 2.98 0.54 0.820
O -1.28 -1.81 0.21 -0.095
H -1.04 -0.32 -2.34 0.156
```

---

A structure of composition C5H10AsCl10F6O8P2Y2 at a distorted geometry, computed with wB97M-V/def2-TZVPD.

Results
- Net charge: -1
- LUMO: -2.260 eV
- Gap between HOMO and LUMO: 0.1436 hartree
- Energy relative to the best compared isomer or geometry (same formula, charge and spin): 2559.68 kJ/mol
- HOMO energy: -6.2 eV

Geometry as XYZ:
```
44
Properties=species:S:1:pos:R:3:lowdin_charge:R:1
F -3.69 4.75 -2.14 -0.342
H 5.78 -1.90 4.18 0.021
O -0.41 -0.75 -0.89 -0.419
C 3.32 1.14 -4.38 -0.988
C -5.40 -2.78 6.04 -0.993
O -0.96 -0.64 1.57 -0.275
F -3.60 7.02 -0.91 -0.328
Cl 4.98 0.61 -4.82 0.458
Cl -6.13 -2.57 4.42 0.487
Y -3.73 0.31 -0.56 1.172
H 2.60 0.48 -4.87 0.017
Cl 5.87 0.15 5.23 0.507
Cl 2.97 2.73 -5.11 0.482
H -0.14 -4.33 -5.61 0.020
Cl 1.18 -3.79 -7.57 0.464
H -0.83 -5.03 -7.04 0.028
H -5.75 -2.14 6.85 0.032
F -2.96 5.92 -4.28 -0.296
H 3.19 -5.10 -1.77 0.026
Cl 7.80 -1.93 5.16 0.520
C 6.55 -1.14 4.27 -1.090
O 1.44 -0.03 1.25 -0.424
Cl 5.46 -5.41 -2.38 0.503
H 3.23 1.19 -3.30 0.029
H 4.18 -3.89 -0.96 0.036
Cl 0.97 -6.35 -6.06 0.463
O -4.36 2.74 3.00 -0.299
C 0.12 -4.84 -6.54 -0.976
C 4.16 -4.93 -1.31 -1.042
P -4.01 3.40 4.37 -0.005
P 0.18 -0.57 0.54 0.031
H -4.33 -2.59 6.01 0.021
O -4.79 4.64 4.79 -0.283
As -3.21 6.43 -2.60 0.874
F -2.76 8.13 -3.03 -0.315
F -1.56 6.09 -2.07 -0.290
Cl 4.28 -6.02 0.07 0.477
O -3.10 2.46 5.24 -0.344
H 6.94 -0.80 3.32 0.036
Y 0.15 1.98 3.83 1.239
O -2.75 4.20 3.91 -0.151
O -0.37 0.88 0.49 -0.226
F -4.94 6.76 -2.94 -0.310
Cl -5.56 -4.48 6.61 0.449
```

---

Q: Which formula does entry 1 have?
A: C5H10

---

Q: net charge of number 1 (C5H10)?
A: 0

---

Q: What is the formula in the second record?
A: C5H10AlBrClLuO2

---

Q: The highest LUMO belongs to which entry?
A: C5H10